Entry 1:
DFT (wB97M-V/def2-TZVPD) results for a single C30H58O6S molecule at a distorted geometry.

Geometry as XYZ:
```
95
Properties=species:S:1:pos:R:3:forces:R:3:lowdin_charge:R:1
C -3.61385 0.66402 3.64482 -0.69 1.01 -0.26 -0.185
H 0.09169 2.05106 -0.85659 -0.05 0.05 0.28 0.073
C -3.26761 2.76260 -1.19979 -0.41 0.91 0.05 -0.077
H 0.43145 -1.60998 -3.62739 -0.02 -0.07 0.09 0.110
C -2.96524 0.80614 2.25183 0.18 0.19 -0.58 -0.217
H -0.20836 0.52913 -2.40972 0.15 0.10 -0.11 0.097
O -3.79481 -0.67830 4.09323 1.44 -0.04 -0.79 -0.292
C 4.09893 1.88659 -2.27830 -0.20 0.55 0.19 -0.174
H 1.09229 1.21592 -3.35606 0.18 -0.08 0.10 0.106
H 7.16672 0.71389 0.99285 -0.18 0.07 0.13 0.101
H -3.66452 1.40193 1.64802 -0.04 -0.27 -0.01 0.135
C 4.26118 1.32179 -0.84378 1.55 -0.17 -0.67 -0.186
H -3.81008 1.93469 -0.74355 0.26 -0.22 -0.22 0.047
H 5.72203 -3.57255 0.38692 0.05 -0.10 0.23 0.071
C -3.74360 4.07701 -0.52304 1.26 -1.14 -0.30 -0.111
H -1.17688 3.59005 3.03484 0.00 0.35 -0.39 0.130
H -3.30701 -1.82265 -0.60669 0.16 0.13 0.38 0.089
C -4.29542 -0.46294 -2.36061 0.08 -0.04 0.87 -0.108
H 4.08705 0.24631 -0.89615 -0.40 0.14 0.26 0.068
H -4.61544 1.09778 3.59234 -0.02 -0.32 0.12 0.132
C 0.86643 0.76788 -2.38761 -0.40 -0.58 1.49 -0.167
H 4.07593 -1.72941 -0.12558 -0.19 0.08 0.30 0.077
H 2.51731 -0.54868 -2.76879 0.04 0.01 0.25 0.096
C -1.91391 3.15882 2.35352 0.78 -0.93 0.43 -0.139
H 3.95507 1.07960 -3.00159 -0.05 -0.08 0.25 0.093
C -1.78761 -3.85547 0.77666 0.54 -0.24 0.15 -0.173
C -1.73874 -1.50644 2.00934 -0.23 -0.84 -0.06 -0.261
H 2.55058 2.76127 -3.49435 0.14 0.08 0.06 0.092
H -1.17478 1.36245 3.23847 0.20 0.12 -0.24 0.116
H -2.19111 2.63349 -1.09870 -0.06 -0.10 0.08 0.059
H -4.78179 -2.55467 -0.00339 0.16 0.08 0.16 0.128
H -0.37697 -1.53133 -0.85190 -0.03 -0.24 0.12 0.095
H 5.52750 -3.16075 2.13114 -0.02 -0.35 -0.09 0.073
C -5.08213 -0.67936 -1.03194 0.73 -0.55 -0.80 -0.189
H -0.85545 -1.40313 1.37780 0.15 0.09 0.28 0.130
H 6.88219 -1.54335 0.73392 0.12 0.14 -0.28 0.098
C -2.15200 -2.99345 2.00928 0.01 -0.57 -0.54 -0.147
H -4.79249 3.97996 -0.24262 0.05 0.30 0.01 0.120
H 1.56693 1.25826 -0.34192 -0.14 -0.29 -0.24 0.089
C 1.07911 1.73943 -1.19304 0.19 0.84 -0.53 -0.188
H 0.99430 -3.99356 -1.37503 -0.12 -0.16 0.23 0.097
C -2.80400 -0.50938 1.45248 -0.09 0.50 -0.26 -0.237
C 5.73067 1.50592 -0.35509 -1.10 0.14 1.07 -0.208
H -4.60981 0.43124 -2.89981 -0.18 -0.30 -0.20 0.064
C 3.00414 2.96452 -2.51586 -0.23 -0.37 -0.34 -0.201
H 2.24983 3.47627 -0.56674 -0.17 -0.15 0.00 0.104
C 6.11669 0.50236 0.74508 1.10 -0.23 -0.65 -0.215
H -2.89334 3.30506 2.81751 0.03 0.35 -0.24 0.128
H -4.39674 -1.38269 -2.94262 0.01 0.33 -0.32 0.075
H 3.48102 3.94251 -2.63609 -0.16 -0.01 0.26 0.103
C 1.60842 -0.57011 -2.15218 0.25 -0.08 -1.42 -0.215
H -5.97668 -1.23890 -1.31930 -0.21 0.38 0.30 0.098
H 4.12701 -3.73480 1.12096 0.22 -0.16 0.38 0.061
C 0.82938 -1.81245 -2.62818 0.39 0.14 0.59 -0.197
H -0.69570 -4.38768 -1.69444 0.18 -0.17 0.15 0.111
H 6.07561 -1.01935 -0.80095 0.44 -0.15 0.12 0.111
O -3.37226 5.32012 1.40588 -0.93 2.36 2.46 0.160
O -1.87069 -0.66991 5.63175 0.60 0.62 0.42 -0.376
S -2.39540 -1.42345 4.53389 -0.63 -1.41 0.60 0.956
H -2.43747 -0.17383 0.46859 0.15 -0.09 0.17 0.145
H 0.34835 -3.21308 0.93341 -0.23 0.02 0.08 0.108
C -0.28498 -3.92827 0.39422 0.20 -0.06 -0.71 -0.193
H 5.05881 2.33245 -2.56088 -0.13 0.00 -0.02 0.095
H 3.64241 1.79350 -0.08095 -0.28 -0.19 -0.25 0.103
C -4.24802 -1.60009 -0.09303 -1.02 -0.04 -0.36 -0.212
H -3.63275 4.90310 -1.22875 -0.11 0.10 0.24 0.119
H -3.22085 -3.13496 2.19486 0.07 0.32 0.03 0.118
H -1.64528 -3.47741 2.85017 0.08 0.23 -0.04 0.112
O -1.83458 3.74825 1.03568 -0.80 -0.62 0.39 -0.010
H 1.13061 3.79149 -1.86151 0.19 -0.03 -0.07 0.105
H -1.21355 -2.29878 -2.21588 -0.09 0.21 0.36 0.096
H 0.12129 -4.91958 0.62385 -0.15 0.12 0.26 0.105
H 1.95782 -0.69860 -1.12412 -0.31 0.08 0.03 0.095
C 6.05635 -0.98021 0.29298 -1.34 0.43 0.84 -0.203
H -5.37138 0.26238 -0.56502 0.09 -0.14 0.17 0.097
C -0.27950 -2.28693 -1.64137 0.10 -0.11 -0.94 -0.190
H -2.06860 -4.87796 1.05421 -0.21 0.15 -0.11 0.112
C 5.05562 -3.15707 1.14726 -0.66 0.88 -0.38 -0.114
H 5.55265 0.65606 1.67035 -0.12 0.00 -0.18 0.106
C -1.65788 1.64384 2.29412 -0.30 -0.59 0.86 -0.108
H 5.74777 2.49714 0.11943 0.38 0.03 -0.35 0.111
C 1.85573 3.05153 -1.49885 0.04 0.07 -0.02 -0.207
H -0.97662 1.33334 1.50137 0.04 0.37 -0.18 0.117
O -1.27169 -1.18064 3.34669 -1.21 1.05 -0.19 -0.287
H 1.58222 -2.60361 -2.73275 -0.28 -0.06 -0.14 0.097
H -3.08732 1.27248 4.39091 0.17 -0.37 0.00 0.122
H -3.49331 2.83977 -2.26625 -0.10 -0.37 0.10 0.075
H -2.36077 -3.62875 -0.12540 -0.07 0.23 0.21 0.089
C -2.97389 4.44454 0.75138 0.23 -1.38 -2.62 -0.522
C 4.73592 -1.69534 0.74972 0.91 -0.45 -0.84 -0.262
H 4.23763 -1.13328 1.54288 0.02 -0.16 0.00 0.102
O -4.08054 -1.09260 1.21866 0.43 0.08 0.14 -0.104
C -0.03673 -3.72918 -1.11809 -0.13 0.67 0.22 -0.199
H -3.22495 -0.34877 -2.14642 -0.12 0.12 -0.05 0.052
H 6.45249 1.49565 -1.17470 -0.08 -0.17 0.03 0.106
```
Positions in Å, forces in eV/Å.

Gap between HOMO and LUMO, eV: 10.4761
HOMO level, eV: -9.83
Electronic energy, eV: -55168.653
Charge: 0

---

Entry 2:
DFT (wB97M-V/def2-TZVPD) results for a 4-piece molecular cluster, C30H59BrCl6N2O9PS overall at a distorted geometry.

Geometry as XYZ:
```
109
Properties=species:S:1:pos:R:3:forces:R:3:lowdin_charge:R:1
H 0.54875 -1.92570 -3.01736 -0.08 0.20 0.28 0.137
H -2.51640 -5.79532 -1.97962 0.03 0.23 -0.01 0.134
Cl 4.76507 2.42968 -1.55423 -0.09 0.02 0.01 0.565
H -3.35841 0.99248 1.09847 0.23 0.01 0.05 0.092
C -2.34484 -5.21394 -4.06831 0.33 -0.73 0.42 -0.198
Cl 8.40191 -0.69160 -1.39550 0.37 -0.17 -0.05 0.640
H 0.99436 -0.38366 -0.80062 -0.46 0.44 -0.01 0.101
Br -5.45054 1.50334 3.30095 0.72 0.25 -0.27 0.269
C -7.91230 -1.71636 5.87325 -0.02 -0.09 -0.01 -0.654
O -1.32636 2.34147 -2.63890 -0.54 -0.44 0.57 0.011
C -0.40415 4.69136 -5.21068 -0.24 -0.43 0.51 -0.078
H 10.08484 -0.02438 -2.90884 -0.11 0.04 0.03 0.074
H 6.74633 1.24420 -1.16749 -0.03 0.02 -0.09 -0.005
O 0.10424 2.13322 -4.33056 2.33 -1.96 -0.68 0.149
H 1.57927 3.78553 1.40142 0.01 -0.09 0.18 0.109
H -0.92364 -6.05767 -2.72263 -0.05 0.15 0.24 0.125
H -7.69756 0.23584 6.77433 0.09 0.01 -0.11 0.076
H 1.05346 1.10091 2.73746 -0.51 -0.27 -0.16 0.108
H 3.31101 3.71202 1.48673 -0.15 -0.06 0.05 0.123
H 1.56416 -0.13140 1.63954 -0.46 0.01 -0.29 0.107
H 2.49946 1.77205 0.16514 0.18 0.21 0.15 0.067
H -2.34151 -2.21304 -5.37903 -0.17 0.04 0.00 0.062
H 11.50435 1.30004 -1.28023 -0.03 -0.02 -0.07 0.077
H 0.55807 -4.53399 -1.57343 0.00 -0.06 -0.29 0.132
C 3.48724 3.97577 5.24033 -3.26 0.81 -2.27 -0.389
O 4.40547 3.77103 5.88880 3.81 -0.60 2.59 0.171
H -1.64701 -4.60489 -4.66458 -0.28 0.12 0.04 0.123
C 5.69950 1.01755 -0.99355 -0.04 0.00 0.09 -0.679
C -1.41638 3.49710 0.82149 0.03 -0.73 -0.53 0.009
H 0.43986 4.67035 -4.51564 -0.06 0.35 -0.11 0.077
C 2.40206 3.20281 1.83338 0.80 0.21 -0.48 -0.152
C -3.76604 -3.33476 -4.08581 -0.51 1.05 -0.34 -0.263
Cl 3.65447 -0.76972 -1.30170 -0.10 -0.04 -0.01 0.591
H -0.89387 0.37669 -2.96520 0.14 -0.12 0.26 0.138
H -2.77074 -2.98095 3.32871 0.06 -0.30 -0.01 0.040
H -8.89661 -1.94031 6.28222 0.02 0.08 0.04 0.077
H -3.24560 -2.86418 -3.24051 0.13 -0.35 -0.06 0.103
O 3.53420 4.01606 3.86732 -0.46 -0.57 -0.06 -0.031
H -1.02387 3.47213 -0.20334 -0.15 -0.02 0.12 0.072
C -1.52321 3.80521 -4.60067 0.78 -0.16 0.98 -0.118
H 2.40826 2.28215 3.82357 0.02 0.12 -0.17 0.126
C 5.31272 -0.24238 -1.73018 0.13 0.21 -0.05 -0.661
Cl 9.52104 2.50320 -1.62979 -0.08 -0.02 0.03 0.559
H 0.27186 1.24232 -1.96888 -0.14 -0.17 0.09 0.132
C 1.20150 0.89756 1.67249 1.14 0.21 0.04 -0.126
H 0.37862 1.89683 0.03134 -0.37 -0.57 -0.49 0.137
H 10.31387 0.97511 -0.01826 -0.06 0.01 -0.04 0.071
C 2.42846 1.78316 1.25896 -0.58 -0.70 0.46 -0.191
H -3.56605 0.16923 5.39250 0.28 0.00 -0.29 -0.051
C 0.44218 -2.43629 -2.05027 0.07 -0.24 -0.51 -0.136
H -2.34568 -6.20816 -4.53346 -0.14 0.12 0.09 0.132
H -2.50809 3.50153 0.74732 0.13 0.18 0.16 0.094
H 5.54647 0.91465 0.07949 -0.07 0.01 -0.04 0.070
H -1.45972 -4.23327 3.58603 -0.32 0.05 -0.14 0.080
H -1.49384 -2.77977 4.55686 -0.32 -0.05 -0.07 0.076
C -0.79847 1.09480 -2.14796 0.51 0.15 -0.21 -0.117
H -7.18593 -1.11168 7.79172 0.09 -0.04 -0.04 0.079
H -4.82400 -3.09094 -3.94504 0.07 -0.35 0.03 0.115
C -1.61774 0.64417 -0.92557 -1.06 0.86 -1.53 -0.073
C -1.72261 -3.17289 3.55899 0.65 0.67 -0.16 -0.085
H -2.11478 4.36032 -3.86786 -0.23 -0.03 -0.38 0.112
H 0.21309 -2.51970 3.09840 -0.03 0.08 -0.32 0.118
N -0.82663 0.12185 0.23015 0.47 -0.11 -1.29 -0.076
H -2.30536 -0.09625 -1.33231 0.24 -0.42 0.69 0.118
Cl -8.16463 -1.06836 4.23402 0.05 -0.02 0.00 0.536
C -7.20446 -0.73344 6.77079 -0.33 0.02 0.18 -0.613
H -0.75873 5.71504 -5.32965 0.12 -0.11 -0.22 0.076
C 2.40548 3.28036 3.36313 -0.71 0.34 -0.23 -0.199
H -2.26059 1.48738 -0.66255 0.42 -0.05 0.53 0.130
H -0.21656 2.72361 2.34559 -0.01 -0.40 0.10 0.125
H 5.97635 -1.05870 -1.46664 -0.15 -0.04 0.12 0.005
Cl -5.50402 -0.48350 6.28089 -0.13 -0.23 0.24 0.586
O -1.91869 1.69007 2.45560 0.40 -0.42 -0.33 -0.106
H -0.59722 -2.99977 1.65902 -0.47 0.47 -0.23 0.103
S -2.91984 -1.76337 0.70773 0.33 -0.90 -0.69 0.904
H 1.42215 -2.44710 -1.55781 -0.08 0.02 -0.16 0.087
H -0.02287 4.26915 -6.13968 -0.20 0.18 -0.04 0.080
O -1.35215 -4.09102 -2.14736 0.04 0.12 0.15 -0.157
O -3.67280 -4.74610 -4.08638 0.37 0.34 0.01 -0.132
H 0.56127 -1.48974 0.45854 -0.32 0.42 0.24 0.137
C 10.45393 1.08302 -1.09163 0.10 0.01 0.06 -0.652
O -0.50426 -1.74328 -1.23478 -0.30 0.34 -0.05 -0.132
H -3.28489 -3.47885 -6.17696 -0.01 0.19 0.03 0.082
C -2.65312 0.63721 1.86734 0.26 0.79 0.62 -0.500
H -7.35739 -2.64789 5.78497 0.03 0.06 -0.03 0.071
C -1.72195 -0.50647 1.31445 -2.93 0.85 1.79 -0.661
H 10.72488 -0.98369 -1.57383 -0.05 0.02 0.08 0.077
H 2.47623 4.14941 5.65913 -0.05 0.02 -0.26 0.152
H 3.30638 1.24988 1.64374 0.03 0.25 -0.11 0.119
C -0.82557 2.65857 -3.85202 -2.00 2.24 -0.54 -0.527
C 0.12535 -0.88174 -0.34655 1.36 -1.33 0.38 -0.188
C 0.03416 -3.89682 -2.30448 -0.13 -0.06 0.56 -0.180
C -0.91357 2.26583 1.64232 0.06 1.22 -0.54 -0.283
H -4.01093 -1.08886 0.27066 0.59 0.46 0.22 -0.074
C -0.03707 1.26542 0.81810 0.54 0.79 1.75 -0.155
H 1.48633 3.80213 3.67681 0.15 -0.23 0.18 0.122
C -1.77096 -5.35808 -2.64848 0.00 -0.06 -0.92 -0.164
N -1.01701 -1.01750 2.41918 0.48 -0.37 -1.15 -0.019
H -1.03962 4.42920 1.24406 -0.35 -0.09 0.21 0.086
C -3.32828 -2.68288 -5.42397 0.01 -0.67 0.14 -0.069
H -4.08025 -1.96892 -5.76645 0.22 0.09 0.09 0.069
C -0.75977 -2.44046 2.58493 0.77 -0.82 1.48 -0.281
H 5.35521 -0.10483 -2.80813 -0.13 0.03 0.03 0.079
H -1.07042 -0.48279 3.27611 -0.07 0.04 -0.14 0.123
O -2.96132 0.13626 4.63011 0.15 0.74 -0.81 -0.375
P -3.80155 -0.04668 3.22278 -0.99 -1.40 0.38 0.589
H -2.13721 3.34188 -5.37569 -0.20 0.18 0.18 0.123
H 0.33979 -4.16711 -3.32507 0.19 0.01 0.20 0.132
C 10.05196 -0.16702 -1.83128 0.29 -0.04 -0.05 -0.621
```
Positions in Å, forces in eV/Å.

Gap between HOMO and LUMO, eV: 9.1051
HOMO level, eV: -10.85
Electronic energy, eV: -218767.708
Charge: +1

---

Question: Among the records above, which one has the highest gap between HOMO and LUMO?
Answer: C30H58O6S